1.
Here is 14 unconnected molecules or ions with the total composition C42H74O42 from the OMol25 dataset. Energies are from ωB97M-V with the def2-TZVPD basis set.

The geometry in XYZ format:
```
158
C42H74O42, DFT ωB97M-V with the def2-TZVPD basis set
O -12.014 -9.383 -23.032
O -9.391 -10.003 -17.398
O -18.036 -8.498 -15.142
O -12.192 -11.397 -24.006
O -8.636 -12.775 -23.259
O -18.094 -7.448 -13.174
O -17.739 -12.037 -17.020
O -19.284 -9.779 -21.455
O -13.538 -11.259 -11.818
O -7.653 -11.717 -21.547
O -19.683 -7.021 -14.659
O -10.641 -7.218 -18.824
O -17.779 -11.547 -9.893
O -15.421 -9.473 -16.686
O -13.784 -6.579 -13.359
O -17.732 -14.239 -17.213
O -15.156 -7.017 -18.581
O -14.786 -4.932 -19.163
O -12.629 -11.902 -19.930
O -12.368 -9.472 -12.579
O -13.886 -10.504 -22.813
O -11.399 -13.007 -18.401
O -18.855 -12.005 -11.806
O -17.272 -10.571 -11.879
O -13.304 -10.168 -17.032
O -15.011 -6.964 -11.491
O -9.388 -10.298 -15.169
O -17.707 -10.915 -22.586
O -13.520 -5.308 -11.662
O -16.738 -15.413 -13.397
O -14.736 -16.076 -13.711
O -14.361 -11.024 -15.388
O -8.473 -6.908 -19.374
O -13.362 -9.498 -10.589
O -9.855 -11.578 -21.769
O -17.176 -10.107 -20.687
O -13.437 -6.565 -19.936
O -15.539 -14.538 -15.129
O -7.528 -9.806 -16.149
O -13.534 -13.500 -18.640
O -19.480 -13.253 -16.250
O -10.153 -7.219 -20.872
C -14.080 -9.307 -22.068
C -14.496 -10.197 -16.452
C -12.944 -12.223 -12.658
C -13.180 -9.331 -18.183
C -16.506 -12.383 -17.650
C -11.613 -14.057 -17.445
C -8.739 -12.103 -22.289
C -14.388 -6.203 -19.305
C -12.512 -12.729 -19.087
C -12.696 -8.704 -21.962
C -14.444 -7.632 -14.058
C -18.181 -10.245 -21.548
C -10.805 -10.289 -15.088
C -13.009 -10.051 -11.739
C -18.429 -13.154 -16.814
C -17.960 -14.747 -13.713
C -13.668 -16.549 -14.524
C -15.401 -10.994 -14.398
C -18.558 -7.745 -14.383
C -16.050 -6.586 -17.558
C -12.651 -10.513 -23.350
C -9.606 -11.128 -20.459
C -12.958 -8.161 -10.319
C -9.637 -7.075 -19.651
C -10.478 -6.916 -17.459
C -18.741 -6.283 -12.698
C -13.084 -14.463 -17.691
C -16.687 -13.816 -18.093
C -13.615 -5.051 -10.267
C -9.315 -7.266 -22.001
C -19.701 -12.984 -11.199
C -18.531 -11.009 -23.754
C -14.192 -3.903 -19.930
C -20.066 -6.405 -13.435
C -16.365 -9.681 -11.216
C -8.062 -10.933 -20.444
C -17.977 -11.367 -11.069
C -15.690 -15.324 -14.220
C -17.244 -9.135 -19.668
C -14.211 -6.331 -12.121
C -8.797 -10.072 -16.338
C -6.790 -9.295 -17.260
H -11.861 -12.106 -12.673
H -14.332 -7.444 -15.125
H -20.840 -6.956 -12.897
H -14.675 -3.617 -20.862
H -17.885 -11.467 -24.503
H -15.818 -14.424 -17.857
H -13.002 -17.049 -13.828
H -13.130 -15.435 -18.183
H -18.407 -14.361 -12.801
H -18.189 -9.178 -19.119
H -15.958 -10.015 -10.265
H -11.159 -9.284 -14.868
H -13.137 -4.088 -20.137
H -9.996 -11.790 -19.698
H -14.458 -9.469 -21.058
H -20.170 -13.393 -12.091
H -13.710 -14.362 -16.806
H -15.621 -12.259 -17.029
H -12.712 -8.179 -9.262
H -20.497 -5.428 -13.664
H -8.323 -7.672 -21.792
H -12.205 -8.817 -20.997
H -7.573 -11.325 -19.551
H -15.761 -9.970 -14.293
H -16.176 -11.667 -14.757
H -14.170 -3.011 -19.304
H -15.529 -7.640 -13.921
H -14.030 -17.126 -15.370
H -11.441 -13.659 -16.447
H -16.216 -7.458 -16.923
H -14.842 -8.704 -22.565
H -12.841 -4.338 -9.985
H -14.030 -8.587 -13.735
H -13.419 -5.975 -9.729
H -13.737 -7.442 -10.571
H -20.434 -12.395 -10.642
H -16.385 -11.705 -18.496
H -18.604 -9.978 -24.110
H -11.290 -10.522 -16.041
H -13.081 -15.714 -14.920
H -18.216 -5.347 -12.910
H -7.795 -9.872 -20.441
H -17.015 -6.447 -18.054
H -16.918 -13.971 -19.148
H -13.473 -8.316 -17.898
H -7.207 -8.335 -17.579
H -14.540 -4.558 -9.972
H -12.136 -9.313 -18.475
H -18.708 -15.332 -14.243
H -9.996 -10.124 -20.288
H -16.911 -8.775 -10.944
H -18.907 -6.208 -11.623
H -6.804 -9.999 -18.080
H -14.991 -11.245 -13.423
H -9.789 -7.824 -22.805
H -10.004 -5.953 -17.241
H -15.794 -5.710 -16.970
H -19.456 -11.555 -23.609
H -9.138 -6.245 -22.358
H -13.926 -9.605 -18.927
H -12.108 -7.781 -10.889
H -11.393 -6.918 -16.878
H -10.923 -14.846 -17.734
H -11.133 -11.026 -14.373
H -15.631 -9.407 -11.965
H -19.162 -13.678 -10.559
H -12.571 -7.671 -22.284
H -13.323 -13.172 -12.287
H -13.225 -12.213 -13.719
H -17.251 -8.089 -19.993
H -16.383 -9.289 -19.026
H -5.800 -8.986 -16.933
H -9.731 -7.587 -17.026
H -17.765 -13.851 -14.302
```

Results
multiplicity	1
max |F|	2.3	eV Å⁻¹
net charge	0
relative energy (zero: lowest compared OMol25 entry of this formula, charge and spin)	214.77	kJ/mol

2.
Here is 12 unconnected molecules or ions with the total composition C42H75NO34 from the OMol25 dataset. Energies are from ωB97M-V with the def2-TZVPD basis set.

The geometry in XYZ format:
```
152
C42H75NO34, DFT ωB97M-V with the def2-TZVPD basis set
O 5.172 -1.513 -1.897
O 3.359 -6.110 -0.857
O 3.224 3.377 -5.489
O 0.133 -1.217 -0.185
O 2.526 -5.440 3.485
O 3.003 1.507 -0.420
O -0.285 0.323 -1.834
O -3.635 2.187 0.839
O 0.865 3.662 2.473
O -2.680 -3.574 1.937
O 5.149 -5.428 0.109
O 5.140 1.575 -0.142
O 3.880 -7.008 1.164
O -0.134 2.072 3.704
O 2.420 -4.434 5.620
O 1.465 3.158 -4.170
O 4.140 -4.051 4.381
O -8.008 -0.254 -1.536
O -8.332 1.698 -2.747
O 1.458 3.480 4.555
O -1.216 -3.884 3.643
O -2.261 -1.961 3.255
O 4.767 -0.907 -4.022
O 0.064 -3.290 -4.736
O -6.227 0.737 -2.343
O 4.065 2.456 -2.073
O 2.005 -4.403 -4.168
O 0.193 -5.175 -3.314
O 2.714 4.887 -3.747
O 3.136 -0.831 -2.598
O -4.956 2.676 2.676
O -2.387 4.724 -2.314
O -5.933 2.057 0.658
O -0.140 0.809 0.320
N -1.880 6.003 -0.367
C -3.810 2.698 3.556
C 1.051 -3.407 -0.404
C 4.418 -1.120 -2.805
C -2.990 -1.343 2.181
C -1.149 6.997 -1.104
C 0.297 -2.292 -1.075
C 1.416 3.149 5.906
C -7.602 0.815 -2.251
C -1.363 -6.353 -1.913
C -2.437 4.973 -1.118
C 0.685 2.974 3.596
C -5.353 1.773 -2.839
C 0.762 3.832 -3.118
C 1.784 4.741 2.336
C 4.995 -4.105 3.244
C -1.979 -3.200 3.005
C 4.651 0.857 0.941
C 2.883 -3.901 -5.142
C 3.192 1.113 0.913
C -0.155 -0.014 -0.656
C -1.226 -5.288 -3.010
C 1.907 5.064 0.842
C -3.920 1.123 -2.694
C 3.768 -0.117 -4.664
C 2.531 3.772 -4.506
C 4.077 -6.293 0.204
C -3.336 -2.483 1.328
C 1.174 -5.052 5.995
C 4.645 -2.875 2.379
C 2.522 -0.342 -3.741
C 3.999 -5.316 -1.819
C -0.626 2.190 0.157
C -4.724 2.248 1.350
C 3.015 -4.728 4.408
C -7.234 2.027 1.264
C 0.657 -4.196 -4.161
C 4.095 1.896 -0.962
C 1.807 4.787 -2.673
C -4.340 2.115 4.930
C -7.098 -1.167 -0.894
C -1.837 6.148 1.086
C 5.095 -4.615 -1.059
H 5.975 -4.778 -1.682
H 4.427 -6.005 -2.547
H 2.002 0.606 -3.605
H 5.103 -0.132 0.867
H -0.217 4.155 -3.472
H -0.801 6.082 1.418
H 1.483 5.783 -2.372
H -7.685 -1.985 -0.476
H -3.868 0.149 -3.181
H -6.338 -1.596 -1.546
H 0.552 3.322 -2.178
H -0.875 2.672 1.103
H -0.169 7.218 -0.681
H -5.591 2.592 -2.160
H -0.833 -5.934 -1.057
H -1.787 -5.471 -3.926
H 3.529 -0.454 -5.673
H -0.895 -7.307 -2.159
H 1.327 5.642 2.746
H -4.366 1.026 4.977
H 1.434 -6.015 6.434
H -1.734 7.915 -1.159
H 2.639 -2.890 -5.468
H -3.040 -2.436 0.280
H -3.175 1.813 -3.091
H 2.830 -4.734 -5.843
H -6.556 -0.629 -0.117
H 0.985 -4.297 -1.030
H -4.405 -2.695 1.293
H 1.885 -1.115 -4.172
H -2.953 2.218 3.085
H 0.837 -3.519 0.659
H -0.973 6.608 -2.107
H -3.526 3.741 3.695
H -2.404 -6.488 -1.620
H 3.308 -4.700 -2.394
H 2.338 6.065 0.825
H 3.825 -3.953 -4.597
H 0.703 2.400 6.251
H 0.237 2.693 -0.278
H -2.949 4.345 -0.373
H 5.187 1.141 1.847
H 2.602 0.237 1.184
H -5.389 2.393 5.034
H 5.240 -2.911 1.467
H 4.901 -3.557 -0.882
H -7.907 2.816 0.929
H -7.312 2.050 2.351
H 0.784 -1.960 -1.992
H 2.392 2.945 6.347
H -2.341 7.058 1.414
H 4.942 -1.935 2.844
H 4.912 -5.010 2.643
H 1.057 3.964 6.535
H 2.715 4.679 2.900
H -2.349 -0.695 1.583
H 0.998 5.111 0.243
H -3.729 0.964 -1.632
H 2.349 4.426 -1.798
H -2.348 5.274 1.490
H 6.037 -4.010 3.550
H -3.759 2.510 5.763
H 0.823 -4.410 6.804
H -1.504 2.322 -0.476
H -7.714 1.062 1.098
H 3.024 1.827 1.719
H 3.627 -2.820 1.992
H -1.632 -4.362 -2.604
H 2.646 4.415 0.373
H 4.002 0.923 -4.438
H 0.391 -5.033 5.237
H 2.105 -3.130 -0.445
H -0.701 -2.618 -1.367
H -3.841 -0.783 2.571
H -5.541 2.214 -3.819
```

Results
multiplicity	1
max |F|	5.9	eV Å⁻¹
net charge	0
SMILES	CCOC(=O)OC.CCOC(=O)OC.CCOC(=O)OC.CCOC(=O)OC.CCOC(=O)OC.CCOC(=O)OC.O=C1OCCO1.O=C1OCCO1.O=C1OCCO1.O=C1OCCO1.O=C1OCCO1.CN(C)C=O

3.
Here is a molecular structure, C42H79Br3O17 from the OMol25 dataset. Energies are from ωB97M-V with the def2-TZVPD basis set.

The geometry in XYZ format:
```
141
C42H79Br3O17, DFT ωB97M-V with the def2-TZVPD basis set
Br 5.402 0.786 2.925
Br 3.794 -1.786 1.919
Br 3.990 0.833 0.085
O -1.009 6.064 1.083
O 4.999 3.358 -3.400
O 0.312 1.669 -1.994
O -2.432 -1.207 -3.877
O -3.414 0.344 0.139
O 0.643 -0.410 -1.221
O -4.004 -3.681 0.575
O 3.360 -3.450 -1.116
O -0.490 -3.058 1.997
O 1.374 0.974 -6.138
O 0.294 1.260 0.179
O 1.434 -3.427 -2.282
O -2.526 -0.792 5.533
O -2.362 5.063 -3.225
O 3.419 -3.353 -3.316
O 1.967 2.490 5.880
O 2.344 -2.674 5.182
C 4.747 -3.257 -1.387
C 0.991 -0.800 5.700
C 4.927 -0.279 1.379
C -4.041 -2.494 2.636
C 0.448 -1.012 0.065
C 0.011 -4.034 1.498
C -0.882 6.192 -4.680
C -5.058 0.428 -1.576
C 1.484 -0.942 -4.737
C -0.770 4.924 0.761
C 0.412 0.923 -1.094
C 3.266 3.893 -1.908
C -1.785 -2.660 -2.157
C -3.833 0.895 -0.855
C -4.634 0.257 5.892
C -0.730 -4.989 0.613
C 0.252 4.642 -0.317
C -3.198 0.203 5.409
C 2.473 2.846 3.586
C -1.391 4.987 -3.933
C 1.379 -0.228 -6.064
C 1.225 -2.240 5.297
C -2.684 1.418 4.688
C 2.614 -3.392 -2.214
C 0.047 -3.168 5.228
C 4.806 -3.354 -2.933
C 1.030 -1.068 -7.264
C 5.520 -4.373 -0.718
C -4.570 -2.887 1.286
C 3.936 3.044 -2.950
C -0.398 0.188 2.209
C -1.435 3.739 1.428
C 1.437 -4.340 1.875
C 0.564 0.138 1.048
C -1.987 -2.285 -3.589
C 3.270 1.772 -3.359
C -5.822 -2.202 0.786
C 1.801 3.186 4.893
C 0.798 4.312 4.956
C -0.709 3.676 -4.299
C -1.664 -3.322 -4.637
C -3.116 2.100 -1.418
H 6.543 -4.400 -1.121
H -3.200 2.044 -2.505
H 1.220 -0.858 6.771
H -2.906 2.418 5.058
H 3.259 3.564 3.348
H 0.001 -0.425 5.474
H -2.029 -4.277 -4.254
H -0.835 5.920 -5.737
H 1.166 -1.974 -4.780
H -0.235 3.789 -5.269
H -5.259 -0.168 5.105
H 3.330 3.398 -0.936
H -0.734 -5.987 1.043
H -0.060 -0.995 -7.356
H -1.614 1.433 4.486
H -4.920 1.289 6.091
H 3.961 1.051 -3.796
H -3.537 -1.532 2.489
H 1.551 0.349 1.467
H -2.453 3.987 1.714
H -3.296 -3.180 3.029
H -2.069 2.066 -1.136
H -6.492 -1.827 1.554
H 1.129 4.082 0.006
H -1.402 2.843 -4.211
H -0.229 4.052 -1.106
H -1.167 -3.542 -2.003
H 0.059 4.186 5.745
H 3.683 4.894 -1.845
H 0.133 6.442 -4.366
H -6.347 -2.963 0.201
H -1.406 0.099 1.785
H 1.544 -5.411 2.071
H -1.441 -1.805 -1.591
H -0.413 -4.903 -0.427
H -4.728 -0.323 6.806
H -0.290 1.133 2.734
H 0.225 4.426 4.032
H 5.059 -5.343 -0.875
H -5.832 1.201 -1.589
H 1.690 -3.799 2.785
H 0.393 -4.161 4.947
H -0.703 -2.873 4.488
H 2.519 1.954 -4.134
H 1.015 -0.325 -3.974
H 5.799 -0.722 0.927
H 2.561 -0.926 -4.518
H 4.994 -2.274 -0.982
H -0.540 -3.207 6.149
H -3.517 3.061 -1.095
H -1.386 2.892 0.746
H -4.820 0.207 -2.615
H -1.760 -4.623 0.559
H 1.241 -1.742 0.200
H -0.312 -0.647 2.903
H -0.863 3.479 2.323
H 5.255 -4.315 -3.182
H -4.877 -2.358 3.322
H -0.576 -3.427 -4.607
H -2.738 -2.905 -1.669
H -3.156 1.300 3.700
H 5.763 -4.156 0.325
H 1.739 2.907 2.776
H -5.492 -0.453 -1.107
H 2.131 -4.103 1.065
H -5.571 -1.434 0.052
H -2.082 -3.012 -5.585
H 1.311 -2.117 -7.197
H -0.554 -1.426 0.161
H 1.807 -0.196 5.303
H 2.803 1.261 -2.517
H 2.199 3.999 -2.119
H 5.304 -2.504 -3.389
H -1.552 7.039 -4.569
H 2.834 1.828 3.670
H 1.403 -0.669 -8.209
H 1.316 5.245 5.198
H 0.062 3.423 -3.565
H 0.569 5.594 -0.739
```

Results
multiplicity	1
max |F|	2.0	eV Å⁻¹
net charge	0

Number 1: total energy -130747.047 eV, HOMO -9.96 eV, Kohn-Sham gap 10.083 eV. Number 2: total energy -115871.822 eV, HOMO -9.87 eV, Kohn-Sham gap 9.757 eV. Number 3: total energy -289770.242 eV, HOMO -9.25 eV, Kohn-Sham gap 8.797 eV.